{
  "formula": "C28H31AsBrIrN2O5",
  "method": "wB97M-V/def2-TZVPD",
  "symbols": ["Ir", "C", "O", "C", "C", "C", "C", "C", "C", "N", "N", "C", "O", "C", "C", "C", "C", "C", "C", "C", "O", "H", "H", "H", "H", "H", "H", "H", "H", "H", "H", "H", "H", "C", "C", "As", "C", "C", "C", "C", "H", "H", "H", "H", "H", "H", "H", "H", "H", "H", "H", "H", "H", "H", "H", "Br", "C", "C", "C", "C", "C", "C", "C", "O", "O", "H", "H", "H", "H"],
  "xyz": [[0.265, 0.680, -0.624], [-0.703, -0.648, -4.619], [-1.473, -1.824, -4.468], [-1.751, -2.383, -3.288], [-2.437, -3.593, -3.321], [-2.785, -4.245, -2.151], [-2.430, -3.728, -0.917], [-1.735, -2.520, -0.814], [-1.371, -2.065, 0.485], [-0.744, -0.972, 0.794], [-0.484, -0.720, 2.058], [0.418, 0.216, 2.331], [1.126, 0.743, 1.423], [0.575, 0.592, 3.737], [1.623, 1.437, 4.106], [1.784, 1.787, 5.432], [0.899, 1.308, 6.389], [-0.152, 0.477, 6.022], [-0.318, 0.114, 4.700], [-1.408, -1.785, -2.011], [-0.873, -0.633, -1.992], [-0.612, -0.506, -5.696], [0.290, -0.758, -4.176], [-1.198, 0.219, -4.171], [-2.666, -4.028, -4.280], [-3.325, -5.175, -2.202], [-2.687, -4.274, -0.021], [-1.651, -2.717, 1.311], [2.300, 1.799, 3.345], [2.604, 2.420, 5.727], [1.033, 1.577, 7.425], [-0.830, 0.103, 6.773], [-1.126, -0.535, 4.398], [-2.004, 3.821, -2.608], [-2.194, 3.816, -1.099], [-1.891, 2.016, -0.335], [-2.221, 2.293, 1.603], [-3.373, 3.226, 1.955], [-3.420, 0.932, -1.002], [-4.806, 1.562, -0.943], [-2.170, 4.818, -3.011], [-2.704, 3.137, -3.089], [-0.990, 3.511, -2.862], [-3.207, 4.127, -0.832], [-1.490, 4.505, -0.623], [-1.291, 2.692, 2.020], [-2.379, 1.304, 2.042], [-3.246, 4.205, 1.497], [-3.415, 3.366, 3.034], [-4.331, 2.821, 1.637], [-3.401, -0.006, -0.439], [-3.176, 0.686, -2.040], [-5.152, 1.675, 0.082], [-5.521, 0.924, -1.460], [-4.822, 2.539, -1.424], [1.196, -5.088, -3.971], [1.838, -3.390, -3.403], [1.591, -2.983, -2.101], [1.996, -1.720, -1.696], [2.634, -0.889, -2.603], [2.940, -1.321, -3.883], [2.532, -2.581, -4.291], [3.020, 0.562, -2.192], [4.170, 0.867, -2.391], [2.048, 1.229, -1.763], [1.094, -3.647, -1.409], [1.843, -1.405, -0.669], [3.491, -0.684, -4.558], [2.745, -2.930, -5.289]],
  "atomic_forces_ev_per_a": [[-1.3593, -3.6932, 2.1775], [0.5903, 0.8725, -0.2769], [-0.5960, -0.9745, 0.9089], [0.1259, 0.3691, -0.8711], [-0.0992, -0.3237, 0.2031], [0.0607, 0.1291, -1.0374], [0.7063, 1.1308, 0.7205], [-0.5299, -0.8310, -0.6645], [0.2511, 0.5947, 0.6844], [0.8862, 1.8707, -2.1200], [-0.3858, -0.0047, 1.6757], [-1.2531, -1.3449, -0.7076], [0.6231, 1.9699, -2.1672], [0.2737, 0.1520, 0.2899], [-0.1538, -0.1427, -0.1844], [-0.0433, -0.0100, 0.1426], [0.0300, -0.0335, -0.1246], [0.0563, 0.0418, 0.0333], [0.1079, 0.0367, -0.1335], [0.3607, 0.7551, 0.5192], [0.3686, 0.5151, -0.7046], [-0.0262, -0.0622, 0.1425], [-0.1560, -0.0446, -0.0513], [0.0265, -0.1659, -0.1379], [-0.0454, 0.0358, -0.1499], [-0.0660, -0.1801, -0.0441], [0.0130, 0.0205, 0.1241], [0.1589, 0.1907, 0.0918], [0.0506, 0.0092, -0.0149], [0.0801, 0.0975, 0.0232], [0.0109, 0.0420, 0.1323], [-0.0865, -0.0178, 0.0645], [0.0050, -0.0421, 0.0189], [0.0876, -0.2046, 0.0342], [0.5982, -0.2271, -0.2288], [0.0077, -0.4168, 0.8349], [0.2850, -0.1961, -0.0965], [-0.0410, 0.0242, -0.3426], [0.4242, -0.1591, -0.1918], [0.2167, 0.2503, 0.2013], [-0.0055, 0.0130, -0.0183], [-0.0188, 0.0226, -0.1005], [0.0005, 0.0519, -0.1175], [0.0963, -0.2759, 0.1884], [-0.0616, -0.1528, 0.0950], [0.0324, -0.1566, -0.1389], [0.1411, 0.0168, -0.1139], [-0.0442, 0.0609, 0.0692], [0.0556, -0.0236, 0.0389], [-0.0514, 0.0510, 0.0253], [0.1597, 0.1196, -0.0313], [0.1007, 0.0091, 0.1262], [-0.0422, 0.0317, -0.0116], [0.0348, -0.0372, -0.0452], [-0.0919, 0.0278, -0.0217], [0.0706, 0.1436, 0.0435], [-0.1175, -0.0862, 0.0829], [-0.1233, -0.1554, 0.0806], [0.0868, -0.0617, -0.6167], [0.2213, 1.0999, 0.6159], [-0.0898, -0.3642, 0.0738], [-0.0653, -0.0603, -0.0403], [1.4590, -3.7228, -1.6727], [-0.1281, 1.0162, 0.2463], [-3.2086, 2.4293, 2.2927], [-0.0174, -0.1256, 0.0370], [0.0019, 0.0353, 0.2295], [0.0519, 0.1119, 0.0094], [-0.0105, -0.0510, -0.0993]],
  "mulliken_spin": [0.012, -0.021, 0.121, 0.227, -0.097, 0.138, 0.062, -0.001, -0.059, 0.050, 0.022, 0.008, 0.001, -0.004, 0.005, -0.002, 0.005, -0.002, 0.007, 0.191, 0.306, -0.002, 0.014, 0.009, 0.000, 0.004, 0.001, 0.004, 0.000, 0.000, 0.000, 0.000, 0.001, 0.001, 0.000, -0.005, 0.003, 0.000, 0.001, 0.000, 0.000, 0.000, 0.000, 0.000, 0.000, 0.000, -0.001, 0.000, 0.000, 0.000, -0.008, 0.005, 0.000, 0.000, 0.000, 0.000, -0.008, 0.012, -0.002, -0.001, 0.001, -0.001, -0.001, -0.001, 0.001, -0.001, 0.006, 0.000, 0.000],
  "homo_ev": [-11.073, -11.090],
  "multiplicity": 2,
  "homo_lumo_gap_ev": [5.86, 5.16],
  "e_tot_ha": -6485.02731,
  "s_squared": 0.785,
  "charge": 1
}


{
  "formula": "C28H31BrN3O4ReS3",
  "method": "wB97M-V/def2-TZVPD",
  "symbols": ["Re", "C", "C", "N", "C", "C", "C", "S", "N", "C", "O", "C", "C", "C", "C", "C", "C", "H", "H", "H", "H", "H", "H", "H", "H", "H", "H", "H", "H", "H", "H", "H", "S", "C", "C", "C", "C", "C", "C", "H", "H", "H", "H", "H", "Br", "C", "C", "N", "C", "C", "C", "C", "O", "O", "H", "H", "H", "O", "S", "C", "C", "C", "C", "H", "H", "H", "H", "H", "H", "H", "H"],
  "xyz": [[0.474, -0.144, -0.279], [-0.283, -0.763, 4.963], [0.337, 0.509, 4.391], [1.639, 0.257, 3.808], [2.721, -0.250, 4.645], [3.014, -1.736, 4.471], [1.865, 0.377, 2.510], [0.836, 1.390, 1.507], [2.990, -0.058, 2.005], [3.202, -0.602, 0.828], [2.261, -1.082, 0.116], [4.588, -0.601, 0.369], [4.867, -0.765, -0.987], [6.146, -0.529, -1.451], [7.147, -0.150, -0.568], [6.883, -0.036, 0.790], [5.606, -0.261, 1.259], [-1.286, -0.537, 5.313], [0.293, -1.143, 5.803], [-0.343, -1.531, 4.195], [0.420, 1.270, 5.172], [-0.310, 0.902, 3.603], [2.464, -0.026, 5.681], [3.619, 0.312, 4.371], [2.158, -2.353, 4.724], [3.848, -1.999, 5.117], [3.292, -1.946, 3.444], [4.067, -1.043, -1.656], [6.364, -0.627, -2.504], [8.138, 0.057, -0.942], [7.668, 0.238, 1.479], [5.370, -0.169, 2.306], [1.732, 0.714, -2.107], [0.883, 0.348, -3.601], [-0.418, -0.144, -3.654], [-1.009, -0.378, -4.881], [-0.320, -0.124, -6.057], [0.980, 0.358, -6.002], [1.584, 0.595, -4.784], [-0.965, -0.370, -2.752], [-2.017, -0.757, -4.918], [-0.790, -0.308, -7.010], [1.528, 0.554, -6.911], [2.596, 0.968, -4.728], [-4.070, -5.447, 2.919], [-3.466, -4.690, 1.286], [-4.013, -5.096, 0.071], [-3.596, -4.623, -1.086], [-2.620, -3.738, -1.109], [-2.024, -3.253, 0.056], [-2.471, -3.728, 1.285], [-1.007, -2.186, -0.016], [-0.434, -1.930, -1.109], [-0.749, -1.472, 0.989], [-4.812, -5.823, 0.036], [-2.301, -3.385, -2.078], [-2.049, -3.351, 2.204], [-1.304, 0.957, -0.765], [-1.817, 2.096, -1.635], [-0.386, 3.233, -1.904], [-0.681, 4.528, -1.167], [-1.477, 4.136, 0.071], [-2.597, 3.256, -0.449], [-0.252, 3.361, -2.977], [0.481, 2.720, -1.482], [-1.278, 5.190, -1.794], [0.245, 5.036, -0.899], [-1.871, 5.004, 0.600], [-0.844, 3.568, 0.755], [-3.317, 3.839, -1.024], [-3.115, 2.692, 0.322]],
  "atomic_forces_ev_per_a": [[1.2555, 1.4434, -0.0132], [0.1116, 0.2378, -0.0954], [-0.5821, 0.0937, 0.2548], [0.0545, -0.0164, -0.4630], [0.3593, -0.3383, 0.1453], [-0.0870, 0.1629, 0.0323], [0.1212, 0.1843, -0.0941], [-0.8229, -0.6515, -1.4312], [0.5200, -0.2580, 0.0380], [-0.2315, 0.8098, 1.3632], [-0.5255, -0.6079, -0.7342], [0.2537, -0.0681, -0.3629], [-0.1397, -0.0374, 0.2126], [0.1263, -0.0039, -0.0542], [-0.0064, -0.0193, -0.0649], [0.0524, -0.0265, 0.0083], [-0.0917, -0.0477, -0.0634], [-0.0894, -0.0249, 0.0610], [0.0292, -0.0882, 0.0862], [-0.0305, -0.0863, -0.0588], [0.0929, 0.0104, -0.0467], [0.1249, -0.0176, 0.2278], [-0.0191, 0.0580, -0.0707], [-0.1231, 0.0222, 0.1321], [-0.1083, -0.0832, 0.1223], [0.0508, -0.1216, 0.0732], [0.0731, -0.0670, -0.0090], [-0.0505, -0.0279, -0.1011], [0.0231, -0.0187, -0.0730], [0.1071, -0.0200, -0.0240], [0.0682, 0.0073, 0.0134], [0.0384, 0.0671, 0.0972], [-0.6354, -1.2118, 1.4851], [-0.2862, 0.2637, -0.2448], [0.0338, 0.0234, 0.0291], [-0.0212, 0.0280, -0.1604], [0.0459, -0.0021, 0.0227], [-0.0152, -0.0001, -0.1419], [-0.0427, 0.0226, 0.3082], [0.0280, -0.0145, 0.0020], [-0.1471, -0.0776, -0.0115], [-0.0380, -0.0156, -0.0925], [0.0259, -0.0038, -0.0873], [0.0831, 0.0421, -0.0517], [0.0647, 0.1585, -0.3246], [0.0696, 0.0609, 0.1536], [0.0061, -0.1024, 0.5898], [-0.2005, -0.1451, -0.6376], [0.3939, 0.2518, 0.2954], [-0.1666, -0.0133, -0.0388], [-0.1204, -0.1449, -0.0601], [-0.9869, -1.1804, -0.3584], [0.3253, 0.8453, -0.2346], [1.0783, 1.0298, 0.1971], [-0.0750, -0.0961, 0.0827], [0.0712, 0.0663, -0.0842], [0.0444, -0.0111, 0.0765], [0.2075, -0.9072, 0.4821], [0.0696, 0.8071, -0.0597], [-0.2822, 0.0082, -0.0669], [-0.1287, 0.1036, 0.2160], [0.0535, 0.1208, -0.0647], [0.2632, -0.1007, -0.0282], [0.0456, -0.1367, 0.0065], [-0.2493, 0.0175, -0.0882], [0.0523, 0.1086, 0.0099], [0.0239, 0.0436, -0.1172], [0.0114, -0.0512, 0.0321], [-0.0306, 0.0393, 0.0944], [-0.0716, -0.0665, -0.0949], [-0.0539, -0.2262, -0.1430]],
  "mulliken_spin": [1.001, 0.000, 0.004, -0.001, 0.000, 0.000, -0.003, 0.024, 0.010, 0.017, 0.017, -0.007, 0.002, -0.001, 0.000, 0.000, 0.000, 0.000, 0.000, 0.000, 0.001, -0.003, 0.000, 0.000, 0.000, 0.000, 0.000, 0.004, 0.000, 0.000, 0.000, 0.000, -0.126, 0.000, 0.004, 0.007, -0.017, 0.008, -0.009, 0.010, 0.000, -0.001, 0.000, -0.001, 0.000, -0.002, 0.004, -0.002, 0.004, 0.002, 0.006, 0.045, -0.006, 0.000, 0.000, 0.000, 0.001, 0.006, 0.004, 0.007, 0.001, 0.000, 0.000, 0.000, -0.009, 0.000, 0.000, 0.000, 0.001, 0.000, 0.000],
  "homo_ev": [-10.826, -10.926],
  "multiplicity": 2,
  "homo_lumo_gap_ev": [5.95, 6.67],
  "e_tot_ha": -5397.49272,
  "relative_energy_kcal_mol": 2.4,
  "s_squared": 0.795,
  "charge": 1
}